Record 1
{"formula": "C19H23Cl3N4O6V2", "method": "wB97M-V/def2-TZVPD", "total_charge": 2, "homo_ev": [-13.91, -13.91], "lumo_energy_ev": [-9.0, -8.4], "s2": 2.11, "spin_multiplicity": 3, "elements": ["O", "V", "O", "V", "C", "C", "C", "O", "H", "H", "H", "H", "H", "H", "H", "N", "O", "O", "O", "N", "C", "C", "C", "C", "C", "H", "H", "H", "H", "H", "N", "C", "C", "C", "C", "C", "H", "H", "H", "H", "H", "N", "C", "C", "C", "C", "C", "H", "H", "H", "H", "H", "C", "Cl", "Cl", "Cl", "H"], "coordinates": [[-1.55576, 2.43154, 1.42117], [-1.78661, 0.87909, 1.12957], [-0.04973, 0.31641, -3.83093], [0.24008, -0.02220, -2.30752], [-3.80608, 0.88043, -2.19012], [-2.45023, 1.57246, -1.94528], [-2.65436, 3.03547, -1.54256], [-1.58461, 0.89852, -1.03779], [-3.83667, -0.17292, -1.89708], [-4.02086, 0.85031, -3.25737], [-4.61199, 1.37097, -1.64389], [-2.00598, 1.62664, -2.94327], [-1.74201, 3.63817, -1.51211], [-3.02858, 3.13357, -0.51856], [-3.30678, 3.62145, -2.19052], [1.20361, -0.09375, 0.92802], [2.30970, -0.29335, 1.34597], [0.83694, -0.42526, -0.23222], [0.36270, 0.57458, 1.60743], [-2.17666, -1.31726, 1.23969], [-3.09200, -2.10599, 0.63958], [-3.44247, -3.38291, 1.01531], [-2.87693, -3.81671, 2.18779], [-1.84103, -3.12386, 2.83637], [-1.50206, -1.90421, 2.28493], [-3.55230, -1.70769, -0.25836], [-4.04431, -3.97397, 0.34229], [-3.05963, -4.78533, 2.64083], [-1.43380, -3.60713, 3.71040], [-0.66345, -1.33266, 2.66504], [1.34676, 1.93160, -2.21374], [0.89076, 3.13373, -2.62810], [1.67505, 4.27948, -2.64096], [2.98439, 4.17233, -2.17891], [3.43972, 2.96436, -1.65328], [2.60575, 1.89960, -1.71898], [-0.14222, 3.22890, -2.93090], [1.25150, 5.22468, -2.94482], [3.62512, 5.04365, -2.21475], [4.50242, 2.95908, -1.45578], [3.03648, 0.93722, -1.45537], [1.49537, -5.57511, 0.54561], [1.04665, -4.91131, 1.63826], [1.71212, -3.79995, 2.10516], [2.98758, -3.53657, 1.61110], [3.44971, -4.20352, 0.48408], [2.60632, -5.18387, -0.04310], [0.06263, -5.22665, 1.95434], [1.21209, -3.16700, 2.82907], [3.60321, -2.71480, 1.95405], [4.40852, -3.96145, 0.05025], [2.99808, -5.70795, -0.90919], [1.70197, 3.74047, 2.64625], [0.30162, 4.05853, 3.63741], [3.10726, 4.63726, 3.22650], [1.36714, 4.33789, 0.96084], [1.89588, 2.67498, 2.65815]], "atomic_forces_ev_per_a": [[-1.208, -3.373, -0.004], [3.196, 2.861, -2.721], [0.379, -1.479, 3.107], [-0.954, 4.219, -0.358], [0.102, -0.381, 0.417], [-1.241, 1.282, -0.865], [0.360, 0.521, 0.664], [1.404, -1.425, 0.677], [0.365, 0.016, 0.123], [-0.220, 0.345, 0.047], [-0.075, 0.084, -0.161], [0.557, -0.297, 0.204], [0.283, -0.419, -0.061], [-0.337, -0.170, -0.092], [-0.294, -0.512, -0.135], [1.009, 0.895, 0.126], [-0.892, -0.115, -0.340], [-0.271, -0.756, -1.767], [-1.555, -0.043, 0.313], [0.210, -0.964, 1.221], [-0.283, 0.793, -1.119], [0.595, 0.540, 0.012], [1.003, -1.232, 1.050], [-1.322, 0.351, -1.204], [0.098, 0.475, 0.348], [0.011, 0.241, 0.108], [-0.335, -0.069, 0.357], [-0.547, -0.064, -0.389], [0.532, 0.470, 0.034], [-0.081, 0.044, 0.203], [-0.010, -0.415, 0.490], [-0.283, 0.064, 0.069], [0.294, -0.702, 0.580], [-0.610, 0.362, 0.034], [0.490, 1.923, -1.312], [0.112, -1.628, -0.106], [-0.018, -0.409, -0.170], [0.001, -0.046, -0.201], [0.091, -0.061, 0.053], [-0.130, -0.728, 0.629], [-0.415, -0.148, 0.143], [-0.738, -0.176, 0.296], [0.434, 0.017, -2.063], [-0.052, -0.089, 0.485], [0.239, 0.776, -0.852], [-0.827, -0.024, 0.759], [1.317, -0.041, 0.363], [0.043, -0.010, 0.424], [0.416, -0.058, 0.350], [-0.210, 0.008, 0.442], [0.007, -0.094, -0.070], [-0.614, -0.260, -0.146], [0.180, 1.000, -0.356], [-0.206, -0.091, 0.230], [-0.104, -0.390, 0.067], [0.005, -0.671, 0.344], [0.099, 0.057, -0.276]]}


Record 2
{"formula": "C26H78O13", "method": "wB97M-V/def2-TZVPD", "total_charge": 0, "homo_ev": -8.94, "lumo_energy_ev": 0.1, "elements": ["C", "C", "O", "H", "H", "H", "H", "H", "H", "C", "C", "O", "H", "H", "H", "H", "H", "H", "C", "C", "O", "H", "H", "H", "H", "H", "H", "C", "C", "O", "H", "H", "H", "H", "H", "H", "C", "C", "O", "H", "H", "H", "H", "H", "H", "C", "C", "O", "H", "H", "H", "H", "H", "H", "C", "C", "O", "H", "H", "H", "H", "H", "H", "C", "C", "O", "H", "H", "H", "H", "H", "H", "C", "C", "O", "H", "H", "H", "H", "H", "H", "C", "C", "O", "H", "H", "H", "H", "H", "H", "C", "C", "O", "H", "H", "H", "H", "H", "H", "C", "C", "O", "H", "H", "H", "H", "H", "H", "C", "C", "O", "H", "H", "H", "H", "H", "H"], "coordinates": [[-3.98405, 0.36760, -1.75900], [-5.37112, -0.15392, -2.02746], [-5.63223, -1.23007, -1.13750], [-3.20787, -0.37670, -1.95648], [-3.85894, 0.70664, -0.72887], [-3.73483, 1.17986, -2.44460], [-5.44123, -0.48917, -3.06743], [-6.09522, 0.65957, -1.90421], [-6.43078, -1.69314, -1.40333], [1.87614, -2.91438, -3.52932], [2.89039, -3.09014, -4.63521], [3.47934, -4.37926, -4.49215], [2.30275, -2.74059, -2.55299], [1.20154, -3.77270, -3.48257], [1.24492, -2.05968, -3.78449], [3.65168, -2.30697, -4.58417], [2.42127, -2.95111, -5.61554], [4.18237, -4.48401, -5.13909], [-1.83058, 0.97881, 4.65840], [-2.40875, 1.51099, 3.36618], [-1.50283, 2.43703, 2.77025], [-1.58614, 1.83604, 5.28609], [-0.87729, 0.46180, 4.51487], [-2.47335, 0.23848, 5.12983], [-3.32921, 2.07185, 3.56784], [-2.69378, 0.73526, 2.64634], [-1.97399, 2.90181, 2.06258], [4.10909, 3.60034, -0.64944], [2.91279, 3.33176, 0.24684], [2.93958, 4.35508, 1.24715], [5.02707, 3.20441, -0.21205], [4.20720, 4.66597, -0.84650], [4.02074, 3.10114, -1.61877], [2.89237, 2.31447, 0.63545], [2.01535, 3.56496, -0.34636], [2.15889, 4.22466, 1.81366], [1.09662, -3.58357, 0.36256], [0.74607, -5.03823, 0.62743], [1.74488, -5.93291, 0.15878], [0.25512, -2.90423, 0.29313], [1.65211, -3.44669, -0.56842], [1.74569, -3.15529, 1.13002], [-0.21770, -5.25685, 0.14358], [0.64309, -5.23177, 1.69026], [1.81921, -5.84864, -0.79740], [-0.87737, -2.19287, 2.95130], [-1.26819, -3.60611, 2.56547], [-2.42705, -3.97530, 3.29268], [0.02826, -1.86151, 2.44128], [-0.59695, -2.19542, 4.00835], [-1.64202, -1.43229, 2.79376], [-0.40778, -4.22770, 2.82008], [-1.43412, -3.69060, 1.48579], [-2.59936, -4.90916, 3.14327], [-2.18088, -5.61566, -2.57046], [-1.23013, -4.80646, -1.69452], [-1.48751, -3.40790, -1.83479], [-3.18650, -5.20285, -2.46288], [-2.21500, -6.67914, -2.32838], [-1.92346, -5.58108, -3.63085], [-0.19435, -5.00873, -1.95538], [-1.41174, -5.11957, -0.67507], [-2.34980, -3.23747, -1.43835], [0.06207, 5.10277, 4.70808], [0.08853, 5.38384, 3.22227], [0.48503, 4.25118, 2.47238], [-0.25995, 5.97500, 5.28066], [1.05090, 4.80962, 5.06674], [-0.61196, 4.28099, 4.96077], [0.78944, 6.19321, 3.01251], [-0.89321, 5.73571, 2.87947], [-0.14290, 3.52041, 2.61067], [-0.13341, 0.89102, -0.03092], [-0.46863, -0.55139, -0.29055], [-0.23080, -0.91726, -1.63332], [-0.20357, 1.04441, 1.04473], [-0.79041, 1.61613, -0.51113], [0.90879, 1.06577, -0.30835], [-1.54244, -0.69684, -0.07063], [-0.02451, -1.18386, 0.47759], [-0.53758, -1.82683, -1.81679], [2.72342, 1.17206, 3.65749], [1.72115, 0.22771, 2.99049], [2.41188, -0.67545, 2.11279], [3.33300, 1.69269, 2.92293], [3.39607, 0.56975, 4.27380], [2.17420, 1.83598, 4.32669], [0.96369, 0.73618, 2.40441], [1.18676, -0.34463, 3.75554], [2.86626, -1.31743, 2.66757], [-1.63703, 4.83748, -0.54300], [-2.84922, 3.93034, -0.63401], [-3.31097, 3.50575, 0.64742], [-1.08901, 4.87456, -1.48192], [-0.95620, 4.50805, 0.24495], [-1.97348, 5.84342, -0.28809], [-2.62852, 3.06158, -1.26801], [-3.67345, 4.40557, -1.17898], [-4.13802, 3.03116, 0.52573], [-1.05140, 2.04580, -3.75957], [0.44452, 1.97884, -3.52351], [0.95823, 0.73331, -3.99337], [-1.46539, 3.03249, -3.51601], [-1.56569, 1.38728, -3.05609], [-1.31909, 1.84610, -4.79567], [0.64942, 2.05140, -2.45327], [0.94638, 2.77386, -4.07363], [0.66899, 0.07876, -3.34286], [4.04199, -1.15474, -2.18068], [3.25552, -0.07548, -1.44510], [3.83001, 0.14199, -0.14535], [4.35270, -1.93795, -1.49047], [4.91520, -0.74982, -2.69212], [3.37905, -1.60251, -2.93789], [2.21182, -0.36775, -1.29254], [3.23710, 0.86433, -2.00025], [3.26235, -0.29324, 0.50920]], "atomic_forces_ev_per_a": [[0.556, -0.003, -0.206], [0.014, 0.049, -0.241], [0.102, -0.064, 0.153], [-0.166, -0.199, 0.124], [-0.089, 0.036, 0.000], [-0.240, 0.172, 0.116], [0.010, -0.024, 0.000], [-0.095, -0.090, 0.114], [-0.046, 0.093, -0.046], [-0.988, -0.170, -0.653], [0.131, 0.016, -0.027], [-0.025, -0.044, -0.048], [-0.084, -0.361, 0.077], [0.108, -0.114, -0.089], [0.061, 0.096, 0.164], [0.068, -0.092, 0.043], [-0.171, -0.320, 0.033], [0.001, 0.043, -0.001], [0.696, -0.001, -0.368], [-0.568, 0.367, -0.085], [0.179, -0.167, -0.060], [-0.339, -0.152, 0.347], [-0.040, 0.046, -0.346], [-0.269, 0.319, 0.171], [-0.065, -0.195, 0.217], [0.286, -0.172, 0.067], [-0.248, -0.097, -0.166], [0.250, -0.753, -0.214], [-0.188, 1.737, -0.630], [0.210, -0.611, 0.545], [0.027, 0.234, 0.136], [-0.013, 0.050, 0.167], [-0.182, -0.047, 0.061], [0.040, -0.001, 0.063], [-0.135, -0.663, -0.070], [0.094, 0.113, -0.166], [0.653, 0.479, 0.131], [-0.104, 0.014, -0.399], [0.042, -0.149, 0.096], [-0.276, -0.419, 0.009], [-0.095, -0.290, -0.112], [0.044, -0.176, 0.074], [1.006, -0.155, 0.942], [0.186, -0.139, -0.064], [0.054, 0.075, 0.014], [0.350, 0.116, 0.396], [0.189, 0.593, 0.041], [-0.019, -0.022, 0.036], [-0.081, -0.199, -0.233], [-0.273, 0.066, 0.073], [-0.192, -0.199, -0.052], [-0.240, -0.191, 0.085], [-0.108, 0.006, 0.019], [-0.024, 0.000, 0.013], [-0.006, 0.020, -0.526], [-1.179, -0.498, -0.848], [0.209, -0.121, 0.094], [-0.053, -0.139, 0.012], [0.092, 0.078, 0.333], [0.051, 0.286, 0.032], [0.064, 0.262, 0.034], [-0.271, 0.176, -0.075], [-0.019, 0.090, -0.096], [0.065, -0.168, 0.410], [-0.352, 0.145, 0.121], [0.123, -0.061, -0.196], [0.020, 0.048, -0.085], [0.046, 0.083, -0.080], [-0.098, 0.030, -0.168], [0.125, -0.162, -0.129], [-0.019, -0.063, 0.042], [0.175, 0.150, 0.297], [0.551, -0.141, 0.236], [-1.800, -0.021, 0.316], [0.477, -0.059, -0.289], [-0.171, 0.212, -0.084], [-0.001, -0.127, -0.223], [-0.076, 0.258, -0.042], [-0.060, 0.121, -0.135], [0.763, 0.076, -0.425], [0.061, 0.267, 0.323], [-0.513, -0.643, 0.067], [0.687, 0.057, 0.361], [-0.505, -0.248, 0.112], [-0.188, 0.275, 0.005], [0.035, 0.051, 0.039], [0.205, 0.304, -0.136], [0.209, 0.163, -0.067], [0.022, -0.007, -0.007], [0.131, 0.012, -0.098], [-0.496, 0.126, 0.595], [-0.154, -0.438, -1.151], [0.337, 0.149, 0.269], [-0.071, -0.051, -0.065], [0.060, -0.089, -0.083], [0.198, 0.067, 0.008], [0.250, -0.159, 0.313], [0.057, 0.335, 0.204], [-0.003, -0.014, 0.035], [-0.443, 0.622, 0.564], [-0.268, -0.464, -0.245], [0.080, 0.099, 0.084], [0.269, 0.143, -0.090], [0.038, -0.397, -0.356], [0.049, -0.273, 0.043], [0.131, 0.380, -0.015], [0.182, -0.050, 0.099], [-0.003, -0.102, 0.044], [-0.654, 0.302, -0.663], [0.276, -0.365, 0.820], [-0.132, 0.218, -0.293], [0.002, -0.019, 0.044], [0.109, 0.025, 0.176], [1.029, 0.774, 0.572], [0.036, -0.187, -0.307], [0.131, 0.013, 0.021], [0.195, 0.211, 0.001]]}


Record 3
{"formula": "C2H8N5", "method": "wB97M-V/def2-TZVPD", "total_charge": 1, "homo_ev": -14.70, "lumo_energy_ev": -4.5, "elements": ["C", "C", "N", "N", "N", "N", "N", "H", "H", "H", "H", "H", "H", "H", "H"], "coordinates": [[1.45865, -0.83831, 1.88290], [0.70559, -0.88955, -0.33778], [-2.32320, 0.77437, -1.28436], [-0.65128, -0.64270, -0.82112], [0.80012, -0.27887, 0.99957], [-0.41041, 1.56346, -0.28989], [-1.20569, 0.60012, -0.85152], [1.59471, -0.26995, 2.85396], [2.08002, -1.68425, 1.77808], [0.82965, -2.05083, -0.65375], [1.52497, -0.39129, -0.77114], [-2.66581, 1.69059, -1.53502], [-1.26465, -1.47934, -0.91754], [-0.66071, 2.57540, -0.48524], [0.18804, 1.32115, 0.43284]], "atomic_forces_ev_per_a": [[1.359, 1.696, 3.028], [-0.819, -1.874, 0.511], [-1.014, -1.735, -1.760], [-0.033, -0.386, -0.387], [-1.045, -1.359, -0.996], [-2.215, 2.772, -3.514], [1.450, 0.912, 1.810], [-0.333, -0.819, -1.010], [0.304, -1.419, -0.293], [-0.036, 2.400, 1.684], [0.440, 0.791, -1.937], [0.372, 0.647, 0.917], [0.145, 1.636, -0.065], [0.114, -2.125, 0.242], [1.313, -1.137, 1.769]]}


Record 4
{"formula": "C2H2HgLiO2", "method": "wB97M-V/def2-TZVPD", "total_charge": 1, "homo_ev": [-12.40, -12.40], "lumo_energy_ev": [-6.3, -6.3], "elements": ["O", "C", "C", "O", "Li", "Hg", "H", "H"], "coordinates": [[0.00869, -0.90741, -0.33878], [-0.99714, -0.48550, 0.50650], [-0.97145, 0.82763, 0.84321], [0.08733, 1.57371, 0.45827], [-0.62170, -0.67777, -2.05907], [1.41670, 0.25354, 0.21046], [-1.91253, -1.08128, 0.53618], [-1.86095, 1.33754, 1.22710]], "atomic_forces_ev_per_a": [[-3.158, -4.296, -1.851], [-1.908, 1.196, -0.782], [-0.999, -0.265, -0.784], [-3.491, 3.748, 1.412], [-0.143, -0.153, 0.272], [8.437, 0.014, 0.803], [0.605, -0.154, 0.502], [0.657, -0.091, 0.428]]}


F_max / eV Å⁻¹: 5.1, 1.9, 5.0, 8.5